Entry A
The following is a quantum chemistry calculation of the molecule C4H6ClNO2, from the OMol25 dataset.

Properties
E_HOMO in Ha: -0.3069
Gap between HOMO and LUMO in eV: 9.077

Atoms and positions in Å:
C (1.1409, -0.4399, 0.0407)
C (1.5773, 0.5456, -0.7778)
C (-0.3412, -0.4486, 0.1381)
C (-0.9615, 0.0225, 1.3381)
N (0.5237, 1.0115, -1.5154)
O (-0.7435, 0.6624, -0.9728)
O (-0.9984, -1.6176, -0.1382)
Cl (-2.7807, -0.0202, 1.1497)
H (1.6024, -1.0177, 0.8858)
H (2.5042, 0.7359, -1.2157)
H (-0.8100, 1.0299, 1.6306)
H (-0.6372, -0.6642, 2.1764)
H (0.5370, 1.9967, -1.8332)
H (-0.6129, -1.7963, -0.9061)

***

Entry B
The following is a quantum chemistry calculation of the molecule C4H6ClNO2, from the OMol25 dataset.

Properties
E_HOMO in Ha: -0.3661
Gap between HOMO and LUMO in eV: 10.502

Atoms and positions in Å:
C (0.3591, -0.2115, -0.1984)
C (-0.6181, -0.9752, -1.0927)
C (-0.0416, 0.0828, 1.2841)
C (0.3303, 1.3360, -0.3674)
H (1.6342, -1.6426, -0.1516)
H (-0.6011, -2.0352, -0.8540)
H (-0.3252, -0.8096, -2.1025)
H (-0.9877, -0.2939, 1.6168)
H (0.7340, -0.2112, 2.0116)
H (-0.2887, 2.2969, 1.4861)
N (-0.0224, 1.4891, 0.9499)
O (1.6424, -0.6924, -0.4053)
O (0.4978, 2.0964, -1.2753)
Cl (-2.3131, -0.4296, -0.9014)

***

Name the most stable of them. entry B.

***

Entry A
The following is a quantum chemistry calculation of a structure of composition C2H4N4OS, from the OMol25 dataset.

Properties
E_HOMO in Ha: -0.3296
Gap between HOMO and LUMO in eV: 9.011

Atoms and positions in Å:
C (0.5279, -0.8012, -0.5717)
C (0.4302, -2.2685, -0.3804)
N (-0.1880, -0.1281, 0.1948)
N (-0.4411, -2.2855, 0.6774)
N (-0.8665, -0.9503, 0.9197)
N (2.0262, 1.6630, -0.3628)
O (0.9776, -3.2451, -0.9007)
S (1.6920, 0.7308, -1.7974)
H (-0.8912, -3.1940, 1.0772)
H (-0.9217, -0.6226, 1.8772)
H (1.5609, 2.5700, -0.4231)
H (2.9701, 1.8048, -0.3966)

***

Entry B
The following is a quantum chemistry calculation of the molecule C2H4N4OS, from the OMol25 dataset.

Properties
E_HOMO in Ha: -0.3170
Gap between HOMO and LUMO in eV: 9.239

Atoms and positions in Å:
C (0.2643, -0.3058, 0.2801)
C (-1.4846, -0.7575, 0.0921)
N (0.2895, 0.9621, 0.1931)
N (-2.0110, 0.5008, 0.2692)
N (-0.9483, 1.5263, 0.0711)
N (2.8974, -0.7678, -0.2401)
O (-1.9222, -1.8368, -0.1042)
S (1.4612, -1.5600, 0.4010)
H (-2.8475, 0.8045, -0.2354)
H (-1.1100, 2.3104, 0.6917)
H (2.4642, 0.1188, -0.1636)
H (2.9471, -0.9949, -1.2550)

***

Name the most stable of them. entry B.

***

Entry A
The following is a quantum chemistry calculation of a cluster of 6 separate species, C2H14O5 in total, from the OMol25 dataset.

Properties
E_HOMO in Ha: -0.3461
Gap between HOMO and LUMO in eV: 9.651

Atoms and positions in Å:
C (0.0213, -3.6002, 0.3528)
C (-1.2386, -3.7461, 0.9140)
H (0.4650, -2.5708, 0.5308)
H (0.7566, -4.1968, -0.1294)
H (-1.6149, -3.1041, 1.7301)
H (-2.0752, -4.2676, 0.6141)
H (-0.4478, 0.7256, -2.6860)
H (-1.3334, 1.9235, -3.2405)
O (-0.4534, 1.7421, -2.8035)
H (-1.0403, -0.5828, 0.6620)
H (-2.1099, -1.3870, -0.1625)
O (-1.8823, -0.5410, 0.2581)
H (0.8998, -0.6429, 0.3422)
H (0.9774, 0.4174, 1.4119)
O (0.5476, -0.4451, 1.3018)
H (0.6520, 2.8599, 1.7445)
H (1.4551, 2.2725, 0.5923)
O (1.3792, 2.2653, 1.5776)
H (0.7518, 2.5420, -1.6633)
H (1.6943, 3.7134, -1.3776)
O (1.4430, 2.7756, -1.0802)

***

Entry B
The following is a quantum chemistry calculation of a cluster of 6 separate species, C2H14O5 in total, from the OMol25 dataset.

Properties
E_HOMO in Ha: -0.3764
Gap between HOMO and LUMO in eV: 10.761

Atoms and positions in Å:
C (-0.1832, 0.6138, 3.0665)
C (-1.3192, 0.7371, 3.7358)
H (0.7256, 1.1461, 3.3163)
H (-0.2232, 0.1874, 2.0722)
H (-1.4104, 1.2835, 4.6673)
H (-2.2548, 0.3919, 3.3126)
H (1.6168, -1.1328, -0.3468)
H (1.4051, -2.3271, 0.6897)
O (1.1040, -1.9256, -0.1103)
H (1.5362, 0.4383, -2.0741)
H (2.7051, 1.0099, -1.3171)
O (1.9565, 0.4045, -1.1684)
H (-0.7927, 2.5424, -0.2777)
H (-0.3484, 1.1685, -0.5015)
O (-1.0020, 1.7972, -0.8356)
H (-0.0789, 0.5858, -3.5822)
H (-0.2422, -0.7969, -2.8726)
O (0.3779, -0.2320, -3.3819)
H (-0.5773, -1.8861, -0.9791)
H (-1.7446, -2.4087, -1.8083)
O (-1.2505, -1.5971, -1.6048)

***

Name the most stable of them. entry B.

***

Entry A
The following is a quantum chemistry calculation of a structure of composition C32H28F5N7O2OsS3, from the OMol25 dataset.

Properties
Net charge: +2
E_HOMO in Ha: -0.5054
Gap between HOMO and LUMO in eV: 6.594

Atoms and positions in Å:
Os (-0.0901, -0.6856, -0.1165)
C (0.5312, 0.6553, 4.8753)
N (1.5699, 0.6009, 3.8415)
C (2.9172, 0.8001, 4.0595)
C (3.5405, 0.6274, 2.8883)
N (2.5654, 0.3258, 1.9210)
C (1.3614, 0.2990, 2.5543)
S (-0.2450, -0.0526, 2.0494)
C (2.9194, 0.1014, 0.5426)
C (4.2300, 0.3686, 0.1707)
C (4.6563, 0.0953, -1.1142)
C (3.7611, -0.4663, -2.0045)
C (2.4752, -0.6794, -1.5730)
N (2.0239, -0.3672, -0.3352)
H (1.0071, 0.9537, 5.8040)
H (0.0813, -0.3284, 4.9934)
H (-0.2245, 1.3886, 4.6027)
H (3.3112, 1.0347, 5.0325)
H (4.5888, 0.6738, 2.6817)
H (4.9347, 0.7970, 0.8598)
H (5.6794, 0.3031, -1.3961)
H (4.0314, -0.7356, -3.0149)
H (1.7601, -1.1521, -2.2250)
C (-5.7209, -0.4083, -6.1724)
C (-4.4048, -0.4449, -5.4495)
C (-3.5386, 0.6475, -5.4927)
C (-2.3109, 0.6064, -4.8529)
C (-1.9561, -0.5343, -4.1368)
C (-2.8043, -1.6348, -4.0718)
C (-4.0170, -1.5794, -4.7360)
S (-0.3743, -0.5769, -3.3868)
O (0.5357, 0.0661, -4.2853)
O (-0.1448, -1.9131, -2.8828)
N (-0.4197, 0.2482, -1.9846)
C (-0.2153, 1.5648, -1.6737)
C (-0.0383, 2.6987, -2.4524)
C (0.1629, 3.8800, -1.7642)
C (0.1946, 3.8972, -0.3672)
C (0.0389, 2.7113, 0.3163)
N (-0.1702, 1.5655, -0.3403)
H (-5.9600, 0.5983, -6.5096)
H (-6.5326, -0.7595, -5.5344)
H (-5.6932, -1.0567, -7.0496)
H (-3.8162, 1.5251, -6.0618)
H (-1.6188, 1.4315, -4.9493)
H (-2.5039, -2.5249, -3.5361)
H (-4.6751, -2.4397, -4.7099)
H (-0.0413, 2.6485, -3.5311)
H (0.3036, 4.8003, -2.3158)
H (0.3410, 4.8192, 0.1756)
H (0.0513, 2.6606, 1.3979)
F (-3.4550, -6.8495, 1.3165)
C (-2.5792, -5.9021, 1.0589)
C (-2.8088, -5.0176, 0.0132)
F (-3.9048, -5.1299, -0.7209)
C (-1.8899, -4.0193, -0.2434)
F (-2.1420, -3.1561, -1.2222)
C (-0.7305, -3.8958, 0.5154)
S (0.5157, -2.7197, 0.1542)
C (-0.5262, -4.7873, 1.5634)
F (0.5496, -4.6608, 2.3364)
C (-1.4390, -5.7851, 1.8457)
F (-1.2439, -6.6155, 2.8536)
C (-5.2759, 0.3676, -1.5441)
C (-4.2650, -0.2650, -0.6534)
C (-4.3902, -0.9597, 0.5299)
C (-3.0960, -1.2996, 0.9318)
N (-2.2116, -0.8499, 0.0187)
N (-2.9556, -0.2140, -0.9173)
C (-2.7839, -2.0010, 2.2135)
H (-6.2326, -0.1390, -1.4376)
H (-4.9675, 0.3104, -2.5874)
H (-5.4187, 1.4169, -1.2836)
H (-5.3033, -1.1884, 1.0520)
H (-2.5024, 0.1372, -1.7492)
H (-3.3634, -2.9231, 2.2775)
H (-3.0756, -1.3738, 3.0572)
H (-1.7390, -2.2515, 2.3241)

***

Entry B
The following is a quantum chemistry calculation of a structure of composition C32H28F5N7O2OsS3, from the OMol25 dataset.

Properties
Net charge: +2
E_HOMO (spin up / spin down) in Ha: -0.4986 / -0.4986
Gap between HOMO and LUMO (spin up / spin down) in eV: 5.982 / 5.981

Atoms and positions in Å:
Os (0.7640, 0.1333, 0.6373)
C (-2.9874, 1.8799, 3.8613)
N (-2.7477, 0.4968, 3.4454)
C (-3.4781, -0.5882, 3.8688)
C (-2.9781, -1.6720, 3.2491)
N (-1.9396, -1.2441, 2.4282)
C (-1.8164, 0.0960, 2.5785)
S (-0.7372, 1.2313, 1.8368)
C (-1.1721, -2.1617, 1.6374)
C (-1.7380, -3.4034, 1.3989)
C (-0.9777, -4.3999, 0.8209)
C (0.3474, -4.1308, 0.5287)
C (0.8034, -2.8482, 0.7187)
N (0.0561, -1.8364, 1.2141)
H (-3.6084, 1.8587, 4.7514)
H (-3.4984, 2.4222, 3.0685)
H (-2.0428, 2.3630, 4.0954)
H (-4.2780, -0.5019, 4.5826)
H (-3.2534, -2.7015, 3.3613)
H (-2.7732, -3.5882, 1.6325)
H (-1.4148, -5.3676, 0.6167)
H (1.0096, -4.8811, 0.1218)
H (1.8140, -2.5921, 0.4431)
C (-3.2431, 3.2702, -5.7149)
C (-2.9003, 2.2817, -4.6380)
C (-2.7102, 0.9371, -4.9530)
C (-2.4144, 0.0067, -3.9714)
C (-2.3054, 0.4344, -2.6550)
C (-2.4957, 1.7680, -2.3087)
C (-2.7894, 2.6810, -3.3049)
S (-1.8833, -0.7119, -1.4054)
O (-2.5630, -0.3705, -0.1870)
O (-1.9692, -2.0451, -1.9309)
N (-0.2835, -0.3719, -1.1060)
C (0.7581, -0.9615, -1.7834)
C (0.8363, -1.6686, -2.9818)
C (2.0929, -2.0773, -3.3769)
C (3.2204, -1.7993, -2.5957)
C (3.0580, -1.1182, -1.4142)
N (1.8386, -0.7126, -1.0307)
H (-2.5299, 3.2123, -6.5374)
H (-3.2512, 4.2898, -5.3354)
H (-4.2303, 3.0544, -6.1262)
H (-2.8093, 0.6126, -5.9814)
H (-2.2971, -1.0409, -4.2132)
H (-2.4276, 2.0750, -1.2725)
H (-2.9499, 3.7204, -3.0476)
H (-0.0516, -1.8871, -3.5541)
H (2.2070, -2.6238, -4.3040)
H (4.2059, -2.1167, -2.9026)
H (3.8860, -0.8831, -0.7575)
F (2.6733, -4.5798, 5.4329)
C (2.6780, -3.5511, 4.6105)
C (3.6024, -3.4930, 3.5754)
F (4.4722, -4.4746, 3.4099)
C (3.5885, -2.4107, 2.7144)
F (4.4545, -2.3933, 1.7027)
C (2.6727, -1.3742, 2.8558)
S (2.6987, -0.0190, 1.7337)
C (1.7681, -1.4533, 3.9113)
F (0.8713, -0.4787, 4.1037)
C (1.7537, -2.5268, 4.7781)
F (0.8664, -2.5857, 5.7634)
C (2.5132, 5.2796, 1.2513)
C (2.0957, 4.1242, 0.4121)
C (2.0343, 3.9591, -0.9535)
C (1.6105, 2.6448, -1.1867)
N (1.4129, 2.0289, -0.0136)
N (1.6998, 2.9547, 0.9436)
C (1.3686, 2.0345, -2.5249)
H (2.6750, 6.1511, 0.6226)
H (3.4443, 5.0628, 1.7762)
H (1.7527, 5.5282, 1.9916)
H (2.2688, 4.6950, -1.7030)
H (1.7429, 2.6795, 1.9128)
H (1.5505, 2.7876, -3.2883)
H (0.3384, 1.6914, -2.6219)
H (2.0407, 1.1998, -2.7176)

***

Name the most stable of them. entry B.